Entry 1:
# C28H63F3MnN8O12S

A molecular structure, C28H63F3MnN8O12S in a non-equilibrium geometry (ωB97M-V/def2-TZVPD, the Open Molecules 2025 dataset).

```
116
Properties=species:S:1:pos:R:3:forces:R:3
Mn 32.479722 9.338500 -31.419316 0.9 -2.1 2.8
S 34.308354 11.369545 -29.183463 0.5 2.8 0.7
F 33.920964 9.398404 -27.417709 -0.1 0.1 0.4
F 34.668828 11.234782 -26.500565 -0.1 -0.3 -0.4
F 32.621605 11.160365 -27.180387 0.2 -0.6 0.1
O 29.492322 5.617020 -32.410827 0.0 0.3 -0.5
O 35.740768 11.264223 -29.344985 -0.7 -0.9 0.2
O 35.999338 3.669801 -35.400445 -0.2 -0.1 -0.1
O 33.190685 7.640520 -30.593473 -0.6 1.6 -1.3
O 31.001041 2.802877 -27.636875 -0.3 0.0 -0.3
O 29.376178 9.411223 -27.017381 0.2 -0.7 -0.1
O 35.260531 5.201250 -23.428122 0.0 -0.1 0.4
O 30.631777 8.943174 -30.568193 0.5 0.6 -0.6
O 37.709498 8.622505 -31.595280 0.1 -0.2 -0.1
O 40.148999 2.250285 -28.474955 0.0 0.0 0.2
O 33.498724 10.522384 -30.068915 -0.4 -0.6 -0.6
O 33.823865 12.733809 -29.138231 0.0 -0.9 0.0
N 34.978142 5.600197 -34.740946 -0.2 -0.7 0.5
N 38.329107 8.622246 -29.404671 -0.1 0.1 0.4
N 28.357765 8.793281 -30.748609 1.6 0.5 -1.2
N 32.979192 3.189354 -26.591923 0.2 0.0 0.2
N 35.600127 7.251997 -24.298991 0.2 0.6 2.2
N 39.383341 4.328786 -29.008344 0.0 0.4 -0.4
N 30.547858 8.579022 -25.271170 -0.1 -0.4 0.0
N 30.832970 3.773045 -32.229174 0.2 -0.2 -0.2
C 30.122968 2.906573 -33.137238 -0.4 -0.7 0.2
C 27.072108 8.281669 -30.338850 -0.4 0.5 0.7
C 37.458471 8.808653 -30.417729 -0.1 0.2 -0.6
C 33.861377 10.737219 -27.447950 0.0 0.8 -1.0
C 39.709667 8.272402 -29.678005 0.0 0.1 -0.4
C 30.536973 5.080891 -32.098590 0.2 -0.3 0.8
C 32.892229 6.371754 -28.572066 0.3 0.0 -0.2
C 40.114701 4.436367 -30.256866 -0.1 -0.1 -0.2
C 35.221751 6.840377 -29.529482 -0.9 1.4 0.4
C 28.320597 9.717793 -31.848833 -1.4 0.7 -1.9
C 39.540091 3.259138 -28.194399 0.0 0.1 -0.2
C 29.538034 8.544186 -30.180228 -2.0 -0.7 0.8
C 34.389036 2.897013 -26.428519 0.4 0.8 0.3
C 34.475316 6.330620 -33.598163 -0.2 0.9 -0.3
C 31.815069 8.076255 -24.770073 0.1 0.3 0.0
C 38.798998 5.550855 -28.498460 0.2 0.0 0.7
C 37.951281 9.016389 -28.057102 0.6 -0.5 0.0
C 31.938469 3.162943 -31.508079 0.3 0.6 -0.3
C 36.217536 8.555746 -24.045220 0.5 -0.2 -2.2
C 35.467455 6.820805 -25.647824 0.6 -0.2 -0.9
C 35.515851 6.379652 -23.257923 -0.6 -0.5 -1.1
C 30.280138 8.703033 -26.581682 -0.6 1.0 -0.4
C 35.389192 4.317080 -34.574732 0.5 0.1 -0.2
C 33.726072 6.635953 -29.824477 0.4 -0.9 -0.7
C 29.725586 9.257288 -24.312440 -0.5 0.3 2.0
C 35.141186 6.249217 -36.025144 0.1 0.2 0.4
C 32.201862 2.656279 -27.561953 0.2 0.1 0.4
C 32.405822 4.024193 -25.538224 0.2 -0.5 -0.2
H 38.053406 5.281078 -27.751498 -0.3 0.2 -0.1
H 35.754084 7.096745 -30.446752 0.0 -0.9 -0.1
H 26.559773 9.092151 -29.810883 -0.1 -0.2 0.2
H 27.988250 9.290461 -32.807717 0.0 -0.7 0.4
H 34.925041 2.641425 -27.341304 -0.4 -0.3 -0.2
H 32.419344 7.650320 -25.569760 -0.1 0.1 -0.1
H 34.903272 5.897978 -25.753022 -0.5 0.3 0.4
H 29.218986 10.235723 -32.166333 0.4 -0.1 1.0
H 29.378479 7.971292 -29.259155 0.6 -0.2 0.0
H 35.151786 3.894340 -33.585395 -0.1 0.2 0.1
H 31.721740 7.321163 -23.988306 -0.3 0.0 0.0
H 39.778586 8.013044 -30.732561 0.0 0.1 -0.1
H 35.871392 7.058825 -35.952824 0.0 0.0 -0.1
H 31.883462 6.016136 -28.791123 -0.1 0.2 -0.3
H 39.525046 6.202159 -27.991711 0.1 -0.5 0.2
H 38.232633 8.216274 -27.364558 -0.1 0.0 0.0
H 35.334750 7.787520 -28.982344 -0.1 -0.3 0.5
H 40.366944 9.122458 -29.495414 0.1 0.0 0.1
H 35.051072 7.646819 -26.224118 -0.1 -0.2 -0.2
H 36.431926 6.536817 -26.098802 0.1 0.4 0.1
H 34.849345 3.827693 -26.081806 0.1 -0.1 0.0
H 34.181440 6.658558 -36.346638 0.0 0.0 -0.1
H 39.028502 3.431380 -27.230537 0.0 -0.3 0.1
H 36.877810 9.164439 -27.988455 0.0 0.2 -0.1
H 32.488122 3.521799 -24.572846 -0.2 -0.1 0.0
H 35.596867 6.012139 -28.931734 0.4 -0.1 -0.2
H 35.221484 7.005930 -33.172110 0.2 -0.1 0.1
H 30.942012 8.159011 -27.266214 0.2 -0.2 0.2
H 32.838812 7.325640 -28.049040 0.0 -0.1 0.4
H 40.513200 3.476328 -30.572602 0.1 -0.1 0.4
H 34.077997 5.691919 -32.812641 0.2 -0.2 -0.1
H 36.465908 9.140820 -30.101114 0.2 0.2 0.2
H 28.885711 9.850575 -24.653878 0.4 0.1 -0.9
H 38.496143 9.910297 -27.748094 -0.2 0.2 0.0
H 39.444300 4.743394 -31.061801 0.0 0.3 0.1
H 32.775095 2.073683 -28.298865 0.1 -0.1 0.0
H 29.750208 2.008701 -32.632066 0.0 0.1 0.2
H 31.551892 2.258904 -31.044054 0.3 -0.2 0.1
H 29.247516 3.396571 -33.552650 0.2 0.3 -0.1
H 33.341849 5.574119 -27.972004 0.1 0.3 0.2
H 30.793811 2.531353 -33.914240 0.0 0.3 -0.2
H 32.356807 3.821726 -30.744986 -0.5 0.1 0.2
H 35.614655 6.834976 -22.264196 0.2 0.1 0.0
H 31.377483 5.598491 -31.603836 -0.2 0.4 0.2
H 40.924748 5.157831 -30.131725 0.1 0.0 -0.2
H 33.740931 5.703442 -30.420960 -0.3 -0.2 0.0
H 32.998201 4.933969 -25.438274 -0.2 0.2 -0.2
H 37.164744 8.549046 -24.606206 0.2 0.0 0.4
H 36.432198 8.782574 -23.009904 -0.4 -0.1 0.2
H 33.651902 6.982942 -33.907352 -0.1 -0.1 -0.1
H 32.801999 2.982914 -32.156184 -0.2 -0.5 -0.2
H 29.226936 8.599353 -23.584762 0.4 -0.6 -0.3
H 26.439536 8.037263 -31.189899 0.4 -0.2 -0.2
H 34.607747 2.181006 -25.633755 -0.2 -0.3 -0.1
H 35.678299 9.340730 -24.582285 -0.4 0.1 0.6
H 35.500450 5.508629 -36.732332 0.0 0.0 0.0
H 31.370229 4.216370 -25.799648 0.0 0.1 0.1
H 30.345947 9.878069 -23.655427 0.1 0.2 -0.3
H 38.394294 6.207109 -29.268131 -0.4 -0.6 -0.2
H 40.022089 7.392007 -29.116193 0.2 0.7 0.0
H 27.153950 7.416187 -29.687798 0.2 0.0 0.0
H 27.535409 10.467168 -31.692525 0.3 0.1 0.4
H 32.341106 8.929293 -24.331532 0.3 -0.1 0.0
```
Forces are in eV/Å.

- 2S+1 = 6
- total charge = 0
- frontier orbital gap (alpha / beta) (eV) = 7.52 / 7.37
- ⟨S²⟩ = 8.75
- total energy (eV) = -116856.17770
- ΔE to the lowest compared entry with this formula, charge and spin (kJ/mol) = 209.35
- molar mass (g/mol) = 847.9

Mulliken atomic charge list, values in e, 2 entries:
1. Mn 1.06
2. S 1.06

Entry 2:
# C28H64As3IrO4Si

A molecular structure, C28H64As3IrO4Si (ωB97M-V/def2-TZVPD, the Open Molecules 2025 dataset).

```
101
Properties=species:S:1:pos:R:3:forces:R:3
Ir -0.361234 0.208119 0.890060 0.0 0.0 0.0
As 1.493446 -1.186934 -3.974406 0.0 0.0 0.0
As -1.087417 -1.646647 -0.482123 0.0 0.0 0.0
As 2.017605 -6.003903 -1.610347 0.0 0.0 0.0
Si -2.422652 0.205624 2.292517 0.0 -0.1 0.0
O 1.031841 -0.572462 2.307051 -0.1 0.0 0.0
O -0.693480 1.741045 -0.548872 0.0 0.0 0.0
O 0.278513 1.945912 1.929243 0.1 0.0 0.0
O 1.704264 0.266069 -0.285716 0.0 0.0 0.0
C 1.138396 0.352628 3.429132 0.0 0.0 0.0
C 2.961716 -2.078185 -4.909451 0.0 0.0 0.0
C -1.283691 -2.248849 3.563480 0.0 0.0 -0.1
C 0.393589 -3.564112 -2.416702 0.0 0.0 0.0
C 0.561890 -0.503701 -5.549809 0.0 0.0 0.0
C -3.734659 -2.113932 3.533875 0.0 0.0 0.0
C 2.277787 -0.950531 1.663683 0.0 0.0 0.0
C 0.261764 -2.721052 -3.701736 0.0 0.0 0.0
C 1.237475 -7.510300 -2.509474 0.0 0.0 0.0
C -3.924094 1.595011 0.293994 0.0 0.0 0.0
C -2.235940 1.812664 3.275690 0.0 0.0 0.0
C 1.740527 1.454440 -1.077789 0.0 0.0 0.0
C 1.249651 1.795308 2.974043 0.0 0.0 0.0
C -2.456455 -1.257082 3.608248 0.0 0.0 0.0
C -2.454646 -0.621892 5.011638 0.0 0.0 0.0
C -0.815135 3.027166 0.130188 0.0 0.0 0.0
C -4.691636 -0.738687 0.609641 0.0 0.0 0.0
C -4.083611 0.470992 1.329910 0.0 0.0 0.0
C 0.456218 -2.693595 -1.138874 0.0 0.0 0.0
C -0.762099 -4.565878 -2.389370 0.0 0.0 0.0
C -2.079687 -0.983977 -2.012260 0.0 0.0 0.0
C -5.133731 0.971732 2.347175 0.0 0.0 0.0
C -2.220718 -3.050034 0.218522 0.1 0.0 0.0
C 0.208900 3.203395 1.237657 0.0 0.0 0.0
C 1.752429 -4.315605 -2.547520 0.0 0.0 0.0
C 2.772031 0.047628 0.630893 0.0 0.0 0.0
C 0.333114 1.686233 -1.588643 0.0 0.0 0.0
C 1.595311 -6.034682 0.265825 0.0 0.0 0.0
H -1.422053 -0.497695 -2.727780 0.0 0.0 0.0
H 3.029560 -1.110868 2.437171 0.0 0.0 0.0
H 2.579884 -2.784006 -5.647169 0.0 0.0 0.0
H 1.985977 0.061296 4.049379 0.0 0.0 0.0
H -2.600072 -1.803883 -2.504287 0.0 0.0 0.0
H 2.115915 -5.229401 0.778263 0.0 0.0 0.0
H 1.001868 2.460189 3.804871 0.0 0.0 0.0
H 3.639887 -0.378906 0.119223 0.0 0.0 0.0
H 2.588745 -3.673884 -2.262681 0.0 0.0 0.0
H 1.202763 3.476136 0.879956 0.0 0.0 0.0
H 1.916688 -4.605195 -3.588218 0.0 0.0 0.0
H 1.921018 -6.993116 0.667348 0.0 0.0 0.0
H -1.573230 -0.009671 5.214513 0.0 0.0 0.0
H -1.239833 -2.798970 2.622826 0.0 0.0 0.0
H 0.166192 -7.519501 -2.301660 0.0 0.0 0.0
H -0.136636 3.976637 1.927578 0.0 0.0 0.0
H -3.334425 -0.001916 5.187314 0.0 0.0 0.0
H -2.810335 -0.260098 -1.660224 0.0 0.0 0.0
H -3.738910 2.558112 0.774552 0.0 0.0 0.0
H 3.542420 -1.316191 -5.427824 0.0 0.0 0.0
H 0.273932 2.607719 -2.167914 0.0 0.0 0.0
H -3.790231 -2.724464 2.635278 0.0 0.0 0.0
H 3.628966 -2.587316 -4.215783 0.0 0.0 0.0
H 0.217919 0.205303 3.990188 0.0 0.0 0.0
H -4.054451 -1.134259 -0.181234 0.0 0.0 0.0
H 0.515391 -5.938778 0.389441 0.0 0.0 0.0
H -4.947673 -1.551172 1.286397 0.0 0.0 0.0
H 1.163306 0.279464 -6.008281 0.0 0.0 0.0
H 0.688134 -3.326490 -0.273386 0.0 0.0 0.0
H -0.739676 -2.293501 -3.743154 0.0 0.0 0.0
H -1.328422 1.867059 3.875464 0.0 0.0 0.0
H -0.309306 -1.799519 3.729525 0.0 0.1 0.0
H -3.067373 1.882318 3.976593 0.0 0.0 0.0
H -3.731734 -2.807814 4.379104 0.0 0.0 0.0
H -1.820360 3.022181 0.535516 0.0 0.0 0.0
H -0.731366 3.822061 -0.610534 0.0 0.0 0.0
H -0.701278 -5.246366 -3.240968 0.0 0.0 0.0
H 1.267550 -1.971261 -1.241929 0.0 0.0 0.0
H -5.622509 -0.428024 0.127534 0.0 0.0 0.0
H -2.897840 -2.656683 0.965053 0.0 0.0 0.0
H -2.276307 2.704111 2.647467 0.0 0.0 0.0
H 0.335505 -3.383829 -4.568240 0.0 0.0 0.0
H 3.083892 0.993462 1.078419 0.0 0.0 0.0
H 2.238022 2.064899 2.598525 0.0 0.0 0.0
H 2.125959 2.286552 -0.485545 0.0 0.0 0.0
H -5.340614 0.258588 3.143323 0.0 0.0 0.0
H -4.858067 1.922209 2.800755 0.0 0.0 0.0
H -3.136509 1.401858 -0.439216 0.0 0.0 0.0
H -1.428280 -2.986957 4.357050 0.0 0.0 0.0
H 0.400515 -1.297075 -6.278770 0.0 0.0 0.0
H 2.055082 -1.901979 1.183337 0.0 0.0 0.0
H -0.401384 -0.078135 -5.268345 0.0 0.0 0.0
H 0.049480 0.851950 -2.223773 0.0 0.0 0.0
H 1.694745 -8.421216 -2.126740 0.0 0.0 0.0
H -0.789030 -5.157289 -1.468632 0.0 0.0 0.0
H -4.859720 1.712413 -0.259157 0.0 0.0 0.0
H -2.798193 -3.480641 -0.596717 0.0 0.0 0.0
H -2.468962 -1.418795 5.759323 0.0 0.0 0.0
H 2.392514 1.312919 -1.943598 0.0 0.0 0.0
H -1.595082 -3.818802 0.668007 0.0 0.0 0.0
H 1.420424 -7.423551 -3.578187 0.0 0.0 0.0
H -4.649953 -1.532769 3.608463 0.0 0.0 0.0
H -1.720030 -4.054083 -2.474550 0.0 0.0 0.0
H -6.076391 1.136432 1.817862 0.0 0.0 0.0
```
Forces are in eV/Å.

- 2S+1 = 2
- total charge = +3
- frontier orbital gap (alpha / beta) (eV) = 8.10 / 5.71
- ⟨S²⟩ = 0.75
- total energy (eV) = -231469.51057
- ΔE to the lowest compared entry with this formula, charge and spin (kJ/mol) = 0.00
- molar mass (g/mol) = 909.9

Mulliken atomic charge list, values in e, 2 entries:
1. Ir 2.82
2. As 0.43